1.
103
Properties=species:S:1:pos:R:3 method="wB97M-V/def2-TZVPD" e_tot_ev=-105882.8007 homo_lumo_gap_ev=3.105 relative_energy_ev=1.3118
Sr 11.709 11.100 10.326
C 8.323 14.181 12.307
C 8.896 13.297 13.359
C 8.255 12.089 13.730
C 6.845 11.857 13.296
C 8.948 11.197 14.636
C 8.583 9.764 14.781
C 10.021 11.728 15.386
C 10.615 10.993 16.575
C 10.646 12.985 15.069
C 11.849 13.577 15.799
C 10.076 13.735 14.015
C 10.598 15.107 13.735
H 9.113 14.677 11.768
H 7.675 14.952 12.732
H 7.824 13.591 11.498
H 6.144 12.538 13.778
H 6.502 10.845 13.604
H 6.676 11.943 12.211
H 8.194 9.509 15.777
H 9.518 9.205 14.682
H 7.931 9.481 13.961
H 10.663 11.653 17.433
H 11.624 10.624 16.325
H 10.000 10.123 16.864
H 12.674 13.757 15.099
H 12.224 12.832 16.534
H 11.537 14.501 16.342
H 9.830 15.808 13.429
H 11.344 15.154 12.946
H 11.103 15.511 14.594
C 8.772 7.367 9.569
C 9.843 8.395 9.605
N 9.766 9.482 10.340
O 8.514 9.581 10.975
C 10.986 8.119 8.806
C 11.236 6.713 8.352
N 11.816 9.152 8.661
O 12.830 9.049 7.970
H 9.207 6.405 9.814
H 8.299 7.367 8.560
H 7.975 7.558 10.272
H 8.361 10.513 11.184
H 11.642 6.137 9.204
H 11.938 6.764 7.526
H 10.266 6.273 8.150
F 14.352 6.280 15.433
C 15.153 7.173 14.691
C 14.666 7.668 13.489
C 15.325 8.805 12.955
C 14.648 9.627 11.973
O 13.459 9.419 11.622
C 15.543 10.672 11.434
C 16.832 10.864 11.852
N 17.471 10.053 12.735
C 18.893 10.202 12.960
C 19.730 9.581 11.874
C 19.813 11.049 12.018
C 16.648 9.189 13.490
C 17.149 8.526 14.589
C 16.421 7.439 15.192
N 16.939 6.622 16.183
C 18.213 5.969 15.833
C 19.248 5.926 16.909
N 18.591 5.991 18.263
C 17.142 5.523 18.368
C 16.238 6.290 17.415
C 15.195 11.767 10.461
O 16.137 12.347 9.878
O 13.977 12.107 10.294
H 13.769 7.294 12.964
H 17.383 11.703 11.408
H 19.318 10.170 13.987
H 19.182 9.208 11.010
H 20.513 8.959 12.290
H 19.299 11.591 11.243
H 20.676 11.424 12.567
H 18.040 8.871 15.138
H 18.632 6.492 14.944
H 17.985 4.937 15.467
H 19.981 6.774 16.847
H 19.876 5.027 16.807
H 18.621 6.924 18.665
H 19.111 5.408 18.910
H 16.786 5.658 19.382
H 17.059 4.437 18.118
H 15.858 7.181 17.925
H 15.320 5.677 17.274
F 10.454 15.160 8.014
C 10.808 13.897 7.795
F 12.061 13.685 8.296
F 10.840 13.752 6.476
S 9.574 12.797 8.622
O 10.019 12.885 10.044
O 8.216 13.208 8.398
N 10.106 11.334 8.131
S 9.498 10.968 6.555
O 9.030 12.140 5.823
O 10.469 10.072 6.007
C 7.844 10.144 6.911
F 7.797 9.160 5.972
F 7.802 9.639 8.111
F 6.839 11.036 6.739

2.
35
Properties=species:S:1:pos:R:3 method="wB97M-V/def2-TZVPD" e_tot_ev=-59589.1157 spin_multiplicity=5 homo_lumo_gap_ev="4.370 / 4.799"
C -0.547 0.613 -1.506
C -1.345 1.602 -2.183
C -0.472 2.618 -2.659
C 0.878 2.235 -2.344
C 0.845 1.005 -1.642
Ho 0.014 -0.674 1.631
P 0.153 -3.206 0.508
H -0.891 -0.325 -1.042
H -2.427 1.585 -2.223
H -0.782 3.523 -3.177
H 1.714 0.459 -1.256
H 1.767 2.789 -2.641
H 1.266 -3.709 -0.258
H -0.954 -3.521 -0.368
H -0.006 -4.262 1.495
C -1.016 -1.785 4.796
C 0.230 -1.137 4.226
N -0.218 0.226 3.671
C 0.852 1.135 3.460
S 1.701 1.150 1.974
N 1.160 1.876 4.510
C 0.543 1.686 5.840
C 1.603 1.644 6.927
H -1.542 -1.100 5.479
H -0.718 -2.675 5.365
H -1.709 -2.096 3.999
H 1.035 -0.982 4.969
H 0.731 -1.781 3.416
H -0.917 0.650 4.308
H 1.965 2.501 4.430
H -0.191 2.488 5.998
H -0.014 0.746 5.861
H 2.176 2.579 6.965
H 1.101 1.501 7.894
H 2.297 0.800 6.776

What did the first record say?
103
Properties=species:S:1:pos:R:3 method="wB97M-V/def2-TZVPD" e_tot_ev=-105882.8007 homo_lumo_gap_ev=3.105 relative_energy_ev=1.3118
Sr 11.709 11.100 10.326
C 8.323 14.181 12.307
C 8.896 13.297 13.359
C 8.255 12.089 13.730
C 6.845 11.857 13.296
C 8.948 11.197 14.636
C 8.583 9.764 14.781
C 10.021 11.728 15.386
C 10.615 10.993 16.575
C 10.646 12.985 15.069
C 11.849 13.577 15.799
C 10.076 13.735 14.015
C 10.598 15.107 13.735
H 9.113 14.677 11.768
H 7.675 14.952 12.732
H 7.824 13.591 11.498
H 6.144 12.538 13.778
H 6.502 10.845 13.604
H 6.676 11.943 12.211
H 8.194 9.509 15.777
H 9.518 9.205 14.682
H 7.931 9.481 13.961
H 10.663 11.653 17.433
H 11.624 10.624 16.325
H 10.000 10.123 16.864
H 12.674 13.757 15.099
H 12.224 12.832 16.534
H 11.537 14.501 16.342
H 9.830 15.808 13.429
H 11.344 15.154 12.946
H 11.103 15.511 14.594
C 8.772 7.367 9.569
C 9.843 8.395 9.605
N 9.766 9.482 10.340
O 8.514 9.581 10.975
C 10.986 8.119 8.806
C 11.236 6.713 8.352
N 11.816 9.152 8.661
O 12.830 9.049 7.970
H 9.207 6.405 9.814
H 8.299 7.367 8.560
H 7.975 7.558 10.272
H 8.361 10.513 11.184
H 11.642 6.137 9.204
H 11.938 6.764 7.526
H 10.266 6.273 8.150
F 14.352 6.280 15.433
C 15.153 7.173 14.691
C 14.666 7.668 13.489
C 15.325 8.805 12.955
C 14.648 9.627 11.973
O 13.459 9.419 11.622
C 15.543 10.672 11.434
C 16.832 10.864 11.852
N 17.471 10.053 12.735
C 18.893 10.202 12.960
C 19.730 9.581 11.874
C 19.813 11.049 12.018
C 16.648 9.189 13.490
C 17.149 8.526 14.589
C 16.421 7.439 15.192
N 16.939 6.622 16.183
C 18.213 5.969 15.833
C 19.248 5.926 16.909
N 18.591 5.991 18.263
C 17.142 5.523 18.368
C 16.238 6.290 17.415
C 15.195 11.767 10.461
O 16.137 12.347 9.878
O 13.977 12.107 10.294
H 13.769 7.294 12.964
H 17.383 11.703 11.408
H 19.318 10.170 13.987
H 19.182 9.208 11.010
H 20.513 8.959 12.290
H 19.299 11.591 11.243
H 20.676 11.424 12.567
H 18.040 8.871 15.138
H 18.632 6.492 14.944
H 17.985 4.937 15.467
H 19.981 6.774 16.847
H 19.876 5.027 16.807
H 18.621 6.924 18.665
H 19.111 5.408 18.910
H 16.786 5.658 19.382
H 17.059 4.437 18.118
H 15.858 7.181 17.925
H 15.320 5.677 17.274
F 10.454 15.160 8.014
C 10.808 13.897 7.795
F 12.061 13.685 8.296
F 10.840 13.752 6.476
S 9.574 12.797 8.622
O 10.019 12.885 10.044
O 8.216 13.208 8.398
N 10.106 11.334 8.131
S 9.498 10.968 6.555
O 9.030 12.140 5.823
O 10.469 10.072 6.007
C 7.844 10.144 6.911
F 7.797 9.160 5.972
F 7.802 9.639 8.111
F 6.839 11.036 6.739